DFT (ωB97M-V with the def2-TZVPD basis set) results for a 14-piece molecular cluster, C4H38N3O13 overall in a non-equilibrium geometry.

XYZ file:
```
58
Properties=species:S:1:pos:R:3:forces:R:3:nbo_charge:R:1
C -0.56921 1.08445 0.63291 1.9 2.4 0.7 -0.2291
C -0.56086 -0.26947 0.00782 0.3 -2.0 0.8 -0.5090
C -0.96262 -0.32861 -1.41513 -1.8 0.5 -0.3 0.0010
C -0.09483 -0.10361 -2.42702 -2.2 -0.9 1.9 -0.0179
N -0.49456 0.10680 -3.69745 2.2 0.4 -1.9 -0.8395
N -2.42128 -0.22089 -1.71777 1.8 -2.6 -3.1 -0.9024
N -1.79652 1.30441 1.53729 3.4 -0.3 1.0 -0.7207
H -0.50796 1.92781 -0.12262 0.0 -1.3 1.2 0.2255
H 0.39143 1.13134 1.24073 -1.6 0.5 -0.4 0.2243
H 0.44049 -0.73659 0.04133 -0.2 0.9 0.2 0.2487
H -1.10305 -0.94951 0.73147 0.2 0.4 -1.2 0.2485
H 0.91803 -0.09523 -2.11938 0.7 0.1 -0.4 0.2139
H 0.30093 0.38883 -4.33159 -2.1 -0.4 0.7 0.4198
H -1.47501 0.16857 -3.95584 0.6 0.1 0.1 0.4171
H -3.00448 -0.10873 -0.93631 -0.6 -0.2 1.2 0.3648
H -2.68922 -1.15646 -2.23858 0.3 2.6 1.4 0.3842
H -1.52241 0.96379 2.50253 -0.2 0.0 -1.2 0.4637
H -2.14316 2.23893 1.62566 0.0 0.9 -0.4 0.4569
H -2.42544 0.66411 1.15477 -2.2 -1.3 -0.2 0.4463
H -1.50163 -3.34692 1.31191 0.6 -2.0 -3.2 0.4672
H -0.96186 -2.75251 2.44659 -1.1 0.2 0.3 0.5014
O -1.84796 -2.89246 2.01697 0.6 1.6 3.1 -0.9557
H -1.55232 1.84273 -2.22705 -0.7 -1.2 -0.7 0.4925
H -1.40629 2.84399 -1.14511 0.3 0.7 -1.3 0.4941
O -1.10860 2.66511 -2.07614 -0.2 1.0 1.1 -0.9619
H 0.19090 3.68447 2.75910 0.3 0.2 0.0 0.4830
H -0.66718 2.67351 3.55516 0.0 1.8 -1.2 0.4879
O -0.72679 3.46631 2.92085 -0.2 -1.9 1.3 -0.9646
H 5.13223 -1.96107 -0.21134 1.6 -1.2 2.2 0.4787
H 4.62114 -0.63732 -0.74883 -0.1 -0.2 -0.1 0.4935
O 4.66383 -1.59171 -0.90387 -1.4 1.4 -2.0 -0.9591
H 1.05645 -2.36479 -0.78434 -0.5 -1.7 1.1 0.5296
H -0.15836 -3.27928 -0.63642 -1.5 -0.7 -1.1 0.4815
O 0.56740 -3.00021 -0.12796 2.2 1.9 -0.7 -1.0063
H -0.20945 -0.50131 4.24876 0.3 0.7 -0.9 0.4984
H 0.83092 -0.11866 3.11219 -0.4 -0.3 0.4 0.5237
O -0.07193 0.09261 3.47383 0.0 -0.5 0.6 -1.0298
H -4.21186 -0.91917 0.90982 -0.7 -0.3 -0.1 0.4869
H -3.13164 -1.55876 1.76105 1.2 -3.1 1.2 0.5136
O -3.41433 -0.76908 1.40141 -1.2 3.2 -1.2 -0.9768
H 2.34116 -1.29020 -2.66422 -0.4 -0.7 0.1 0.4680
H 3.09567 -2.07600 -1.75998 4.8 -0.2 2.8 0.4921
O 2.30654 -2.13214 -2.16865 -4.5 0.8 -2.7 -0.9348
H 0.93415 -3.33214 1.45051 -0.2 -0.2 -1.6 0.5020
H 1.17380 -4.33245 2.62781 0.1 1.8 -0.4 0.4993
O 1.13482 -3.36282 2.37642 0.2 -1.6 2.2 -1.0039
H 2.20785 -1.85546 2.20346 0.4 3.0 1.1 0.5208
H 2.34562 -0.43142 1.54260 0.3 0.3 -0.7 0.4733
O 2.37085 -0.82088 2.41249 -0.7 -3.1 -0.4 -0.9815
H -3.01788 4.36973 -0.51673 0.1 -0.5 0.1 0.5005
H -1.94660 4.66136 0.51925 -0.5 -1.3 -0.5 0.5018
O -2.37797 3.89567 0.04319 0.3 1.7 0.7 -0.9752
H 3.25460 1.52619 -0.65464 0.4 0.5 0.4 0.4716
H 2.39372 1.17964 -1.86910 0.7 -0.6 1.8 0.5141
O 2.83570 0.75829 -1.02676 -1.0 0.4 -1.9 -1.0199
H 1.68383 2.98147 -3.16757 1.2 3.2 -1.1 0.4802
H 0.40012 2.24698 -2.71863 2.3 0.0 -0.1 0.5265
O 1.42275 2.15153 -2.91458 -3.0 -2.9 1.1 -1.0087
```
Forces are in eV/Å.

Energy relative to the best compared isomer or geometry (same formula, charge and spin)   2.566 eV
Orbital gap   0.2896 Ha
HOMO energy   -10.33 eV
Net charge   +1
Multiplicity   1
E_LUMO   -2.455 eV

=====

DFT (ωB97M-V with the def2-TZVPD basis set) results for a 14-piece molecular cluster, C4H38NO14 overall in a non-equilibrium geometry.

XYZ file:
```
57
Properties=species:S:1:pos:R:3:forces:R:3:nbo_charge:R:1
O -0.63933 -0.40825 -0.73905 0.9 -0.4 0.5 -0.7754
C -1.05613 0.47139 0.31127 0.0 -2.2 0.2 -0.0569
C -0.24570 0.19522 1.59701 -0.1 1.4 -2.2 -0.0757
N 1.19224 0.37425 1.12253 -0.6 -2.1 1.3 -0.5051
C 1.83549 -0.92980 0.62129 0.1 1.5 -0.7 -0.4020
C -0.69296 1.24437 2.57118 1.2 -0.7 3.3 -0.6890
H -1.22317 -1.16530 -0.83867 -0.2 -0.4 0.3 0.5183
H -2.08984 0.27542 0.59360 -0.2 0.4 -0.4 0.1981
H -0.92185 1.44700 -0.15230 -0.3 0.3 1.2 0.1684
H -0.33516 -0.82910 1.94124 -0.1 -0.1 -0.1 0.2608
H 1.23051 1.14691 0.46659 0.7 0.1 0.2 0.4409
H 1.78904 0.53051 1.91853 0.1 1.3 0.2 0.4497
H 2.36752 -0.58323 -0.25253 0.5 -0.5 0.0 0.2379
H 1.13748 -1.68054 0.34787 -0.5 0.1 0.1 0.2567
H 2.50024 -1.26674 1.40510 0.1 -0.1 0.0 0.2096
H -0.96235 0.78368 3.53794 -0.8 -0.5 -0.6 0.2508
H 0.17934 1.67988 3.07651 0.0 1.0 -1.0 0.2601
H -1.48317 1.94241 2.34038 0.2 0.3 -0.6 0.2361
H -3.19189 -1.71489 2.02270 0.3 -0.2 0.1 0.4577
H -4.10942 -2.62160 1.29439 -0.1 -0.4 -0.2 0.4698
O -3.17592 -2.53035 1.50373 -0.1 0.6 0.2 -0.9248
H -1.12231 -3.19479 -3.54054 0.0 0.1 0.0 0.4850
H -2.41855 -3.20810 -2.74205 0.2 0.1 0.1 0.4798
O -1.51000 -2.88062 -2.71592 -0.1 -0.1 0.1 -0.9619
H 1.11372 1.85291 -2.22069 0.4 0.5 -0.5 0.4924
H 2.14589 2.84875 -2.71202 0.0 -0.1 0.0 0.5059
O 2.05287 1.91472 -2.48258 -0.1 0.1 0.1 -0.9694
H 0.74076 -0.59186 -2.75015 -0.2 0.0 0.7 0.4629
H 1.95309 0.25725 -3.27702 -0.6 -0.5 0.0 0.4944
O 1.33034 -0.46762 -3.48475 0.7 0.0 -0.7 -0.9679
H -3.04029 0.21166 -2.02542 1.0 0.0 -0.3 0.4877
H -1.46683 0.11723 -2.07119 -0.5 -0.1 -0.2 0.4774
O -2.21728 0.70214 -2.21610 -1.2 1.1 -1.0 -1.0164
H 2.26346 3.11805 3.21583 0.1 0.9 -0.1 0.4817
H 2.06220 3.89323 1.79785 0.0 0.1 0.5 0.5087
O 2.12166 3.05652 2.27036 -0.1 -1.1 -0.4 -0.9858
H -4.51851 -1.42698 -1.90163 -0.4 -0.4 -0.7 0.4849
H -4.36494 -0.58615 -0.69715 -0.1 0.1 0.5 0.4778
O -3.86607 -1.18719 -1.25385 0.0 0.1 0.4 -0.9355
H -0.96785 2.72209 -2.82683 -0.3 -0.5 0.4 0.5177
H -0.50672 1.98237 -1.54072 -1.0 -1.5 0.1 0.4607
O -0.46602 2.79044 -2.00334 0.5 1.9 -1.1 -0.9510
H 0.89036 -3.59862 -1.65759 0.1 0.0 -0.5 0.4883
H 2.40054 -3.15640 -1.70176 -0.4 -0.1 -0.1 0.4983
O 1.59907 -3.17910 -1.16458 0.0 -0.1 0.4 -0.9769
H 0.32748 -3.52236 0.66674 0.2 0.5 -0.4 0.4841
H 0.16657 -3.99695 2.02102 -0.2 0.3 0.5 0.4761
O 0.16643 -3.15555 1.54560 0.0 -1.0 0.1 -0.9548
H 4.29712 1.57514 -0.42520 -0.2 0.0 -0.1 0.4862
H 2.86205 1.59364 -1.05378 0.6 0.2 -0.2 0.4900
O 3.36245 1.45418 -0.22791 0.1 -0.1 0.4 -1.0082
H 0.78751 5.13736 -0.54790 -0.7 0.0 -0.3 0.4875
H -0.21817 3.88543 -0.36141 0.1 0.9 -0.5 0.4946
O 0.64975 4.26225 -0.18341 0.9 -0.4 1.2 -0.9842
H -0.28891 -1.96855 4.51189 -0.6 1.0 0.1 0.4659
H 1.06561 -2.20458 4.50621 1.0 0.7 0.1 0.4695
O 0.50854 -1.41117 4.56066 -0.4 -1.6 -0.3 -0.9315
```
Forces are in eV/Å.

Energy relative to the best compared isomer or geometry (same formula, charge and spin)   4.583 eV
Orbital gap   0.3938 Ha
HOMO energy   -13.21 eV
Net charge   +1
Multiplicity   1
E_LUMO   -2.500 eV

=====

DFT (ωB97M-V with the def2-TZVPD basis set) results for a 15-piece molecular cluster, C4H39NO14S2 overall in a non-equilibrium geometry.

XYZ file:
```
60
Properties=species:S:1:pos:R:3:forces:R:3:nbo_charge:R:1
N -2.56952 -1.00784 0.67613 -1.1 1.1 0.6 -0.8947
C -1.52350 -0.16698 0.04468 -1.1 0.5 -0.1 -0.1057
C -1.93651 0.01227 -1.38407 4.1 -2.7 -3.8 -0.6386
C -0.02334 -0.65443 0.19031 -1.2 1.3 0.2 -0.5325
S 0.33910 -0.63811 2.02342 -0.6 0.6 -0.8 0.0396
S 2.00871 -1.62253 2.48240 0.8 -0.7 0.5 0.1044
C 3.37864 -0.48002 2.14923 1.0 0.1 -2.1 -0.7900
H -2.53417 -1.99018 0.44715 0.1 0.0 -0.4 0.3895
H -3.49067 -0.63723 0.31975 1.3 -0.7 0.6 0.3598
H -1.74425 0.81672 0.46273 1.3 -0.6 0.4 0.2358
H -2.06343 -1.04484 -1.74540 0.5 0.6 -0.2 0.1988
H -1.23887 0.51731 -2.19633 -0.5 -1.2 2.2 0.2165
H -2.79750 0.40387 -1.76235 -3.1 1.5 0.6 0.2099
H 0.52881 0.08825 -0.39782 0.3 0.1 0.5 0.2340
H 0.23785 -1.58357 -0.29761 -0.5 -0.6 0.2 0.2303
H 4.36454 -1.08745 2.15197 -1.7 0.9 0.2 0.2370
H 3.16335 -0.29044 1.02124 0.9 0.4 2.1 0.2307
H 3.49017 0.46262 2.78139 -0.5 -1.3 -0.9 0.2337
H 0.77953 -2.30974 -2.43393 -1.5 -4.0 2.9 0.4619
H 1.95953 -1.47175 -2.76690 -1.7 0.0 -0.8 0.4831
O 0.96973 -1.62960 -2.97208 2.8 4.1 -2.4 -0.9957
H -0.07465 -4.50634 1.98631 -0.1 -2.2 3.7 0.4783
H -1.07332 -3.56733 1.14823 2.2 -1.5 0.7 0.5150
O -0.15364 -4.00996 1.24686 -1.9 3.6 -4.0 -0.9850
H -2.81673 2.37066 -1.88318 1.1 0.5 -1.1 0.5027
H -2.34574 3.58409 -2.70085 -0.1 1.1 -0.2 0.4769
O -2.19831 2.65586 -2.61888 -1.0 -1.4 0.9 -0.9712
H 3.61073 -1.96140 -1.91097 0.1 -1.8 1.4 0.4635
H 3.85250 -0.55399 -2.15589 -0.4 0.1 -0.5 0.5088
O 3.59892 -1.37514 -2.63222 0.6 1.7 -0.5 -0.9325
H -1.95841 -0.22287 4.06258 1.1 -1.4 -0.4 0.4950
H -3.06854 -0.17716 2.81355 1.2 -1.0 0.1 0.5235
O -2.76591 0.08014 3.69897 -2.2 1.8 0.3 -0.9738
H 1.10470 0.69231 -3.47914 0.8 -5.7 0.3 0.4772
H -0.15724 1.65720 -3.42710 3.8 -0.7 -0.5 0.4836
O 0.90449 1.55041 -3.51437 -4.9 6.5 0.3 -0.9547
H 1.15118 2.86299 0.18154 2.0 -1.3 1.6 0.5234
H 1.25502 1.75374 1.29567 1.4 0.8 -0.7 0.4690
O 1.89561 2.37859 0.82737 -3.6 0.4 -0.7 -1.0439
H -2.26500 2.42318 1.03764 0.1 0.3 -0.8 0.5198
H -3.05585 3.55698 0.41948 -0.2 0.3 -0.2 0.4795
O -2.60665 2.75363 0.15268 -0.1 -0.2 1.1 -1.0171
H 2.93736 1.26754 -0.32997 -2.0 0.8 2.6 0.4972
H 4.01633 1.68006 -1.13848 3.9 3.8 -0.6 0.4642
O 3.39505 1.05403 -1.09477 -1.7 -4.5 -2.2 -0.9590
H -0.94004 2.91558 -0.98357 -0.3 0.2 0.4 0.5150
H 0.33793 2.58768 -1.60521 2.0 -2.5 -3.5 0.4861
O 0.00440 3.11182 -0.95780 -1.1 2.4 3.1 -0.9587
H 0.50221 -4.82514 -1.77092 0.5 -1.5 -1.2 0.4789
H 0.58072 -4.13190 -0.47068 0.0 0.1 1.2 0.5098
O 0.19746 -4.05953 -1.34016 -0.5 1.4 -0.3 -0.9731
H -0.40844 1.90073 2.46843 4.5 0.5 1.5 0.4859
H -1.77734 1.21932 2.96395 0.8 0.6 -0.3 0.5051
O -1.27807 1.79125 2.31977 -5.6 0.0 -0.8 -0.9955
H 1.92531 2.71104 4.37054 0.9 -0.3 -0.8 0.4911
H 1.81894 3.28810 2.77227 1.2 -0.8 -0.4 0.5156
O 1.52469 3.21983 3.67214 -2.1 1.0 1.0 -1.0103
H -3.00692 -3.69406 -1.07491 -0.1 0.1 0.8 0.4835
H -1.57225 -3.92319 -0.82306 0.5 -0.1 0.3 0.5068
O -2.38868 -3.74510 -0.31978 -0.5 -0.3 -1.3 -0.9882
```
Forces are in eV/Å.

Energy relative to the best compared isomer or geometry (same formula, charge and spin)   2.631 eV
Orbital gap   0.3317 Ha
HOMO energy   -8.91 eV
Multiplicity   1
E_LUMO   0.113 eV